No. 1
Entry from OMol25: C4H7ClN2 in the gas phase at a distorted geometry (ωB97M-V/def2-TZVPD).

Calculated values
Spin multiplicity: 3
Max |F| (eV Å⁻¹): 5.72
LUMO (spin up / spin down) (eV): 0.51 / -3.40
<S²>: 2.013
Highest occupied orbital energy (spin up / spin down) (eV): -4.58 / -9.62
Kohn-Sham gap (spin up / spin down) (eV): 5.1 / 6.2
Energy above the lowest of the compared OMol25 structures with the same formula, charge and spin (kcal/mol): 33.6

Atoms and positions in Å:
C -1.22 -1.37 -0.38
C 0.65 -0.92 0.65
C -0.94 0.07 -0.66
C 1.05 1.47 0.05
N -0.36 -1.98 0.34
N 0.31 0.26 -0.14
Cl -2.41 0.93 0.27
H -2.09 -1.82 -1.04
H 0.68 -0.71 1.73
H 1.69 -1.50 0.50
H -1.14 0.31 -1.76
H 0.89 2.12 -0.75
H 0.75 1.85 1.05
H 2.14 1.31 0.15

=====

No. 2
Entry from OMol25: a gas-phase ion, C4H7ClN3 (charge +1) at a distorted geometry (ωB97M-V/def2-TZVPD).

Calculated values
Max |F| (eV Å⁻¹): 3.51
SMILES string: [NH3+]N1CN=CC=C1Cl
LUMO (eV): -4.23
Highest occupied orbital energy (eV): -13.62
Charge: +1
Kohn-Sham gap (eV): 9.4
Energy above the lowest of the compared OMol25 structures with the same formula, charge and spin (kcal/mol): 67.6

Atoms and positions in Å:
N 1.22 -0.68 1.08
N 0.56 -0.80 -0.19
C 0.91 0.26 -1.13
N 0.12 1.41 -1.04
C -1.04 1.49 -0.61
C -1.66 0.28 0.00
C -0.98 -0.86 0.12
Cl -1.42 -2.34 0.80
H 2.12 -1.23 1.26
H 0.51 -0.99 1.88
H 1.35 0.40 1.15
H 0.71 -0.36 -1.97
H 1.98 0.50 -1.03
H -1.70 2.38 -0.58
H -2.68 0.53 0.27

=====

No. 3
Entry from OMol25: 2 unconnected molecules or ions with the total composition C4H7ClN3 at a distorted geometry (ωB97M-V/def2-TZVPD).

Calculated values
Spin multiplicity: 3
Max |F| (eV Å⁻¹): 4.56
LUMO (spin up / spin down) (eV): -5.27 / -7.38
<S²>: 2.029
Highest occupied orbital energy (spin up / spin down) (eV): -10.35 / -13.22
Charge: +1
Kohn-Sham gap (spin up / spin down) (eV): 5.1 / 5.8
Energy above the lowest of the compared OMol25 structures with the same formula, charge and spin (kcal/mol): 33.6

Atoms and positions in Å:
C -1.19 -0.50 -1.51
C 0.05 -0.91 -1.06
C 0.63 -0.29 1.84
C -1.09 0.99 -1.52
N 1.61 -0.87 2.47
N 0.85 0.15 -0.79
N 0.22 1.20 -1.12
Cl -0.72 0.12 2.71
H -2.19 -0.92 -1.50
H 0.37 -1.83 -0.74
H -1.26 1.65 -2.41
H -1.98 1.27 -0.98
H 1.46 -1.17 3.40
H 0.73 2.01 -0.83
H 2.52 -0.88 2.03

=====

No. 4
Entry from OMol25: C4H7ClO in the gas phase at a distorted geometry (ωB97M-V/def2-TZVPD).

Calculated values
Max |F| (eV Å⁻¹): 6.22
SMILES string: C=C(CO)CCl
LUMO (eV): 0.85
Highest occupied orbital energy (eV): -9.91
Kohn-Sham gap (eV): 10.8
Energy above the lowest of the compared OMol25 structures with the same formula, charge and spin (kcal/mol): 61.5

Atoms and positions in Å:
C -0.67 1.14 -0.71
C 0.00 0.30 -0.04
C -0.55 -1.07 0.39
O -1.64 -1.55 -0.34
C 1.65 0.64 0.50
Cl 2.77 -0.35 -0.30
H -0.31 1.93 -1.37
H -1.63 0.91 -1.01
H -0.88 -1.14 1.54
H 0.26 -1.77 0.09
H -2.28 -0.92 -0.47
H 1.76 1.65 0.29
H 1.52 0.22 1.44

=====

No. 5
Entry from OMol25: 2 unconnected molecules or ions with the total composition C4H7ClO2S at a distorted geometry (ωB97M-V/def2-TZVPD).

Calculated values
Max |F| (eV Å⁻¹): 3.77
LUMO (eV): -0.29
Highest occupied orbital energy (eV): -8.80
Kohn-Sham gap (eV): 8.5
Energy above the lowest of the compared OMol25 structures with the same formula, charge and spin (kcal/mol): 36.2

Atoms and positions in Å:
C 1.41 0.42 0.04
C 2.46 1.35 -0.30
C -2.47 0.08 -0.13
C -1.45 -2.07 0.53
O 1.14 -0.45 -0.94
O 0.82 0.39 1.10
S -2.66 -1.16 1.19
Cl -0.88 -3.47 1.37
H 2.72 1.93 0.55
H 3.40 0.78 -0.56
H 2.48 2.03 -1.09
H -2.60 -0.32 -1.09
H -1.48 0.57 0.07
H -3.19 0.90 0.04
H 0.31 -0.98 -0.78

=====

No. 6
Entry from OMol25: C4H7ClO3S in the gas phase (ωB97M-V/def2-TZVPD).

Calculated values
Max |F| (eV Å⁻¹): 0.29
SMILES string: O=S1(=O)CC[C@@H](Cl)CO1
LUMO (eV): 0.65
Highest occupied orbital energy (eV): -11.34
Kohn-Sham gap (eV): 12.0
Energy above the lowest of the compared OMol25 structures with the same formula, charge and spin (kcal/mol): 0.0

Atoms and positions in Å:
O -0.55 -1.36 1.85
S 0.13 -1.63 0.62
O 0.58 -2.93 0.27
C -0.83 -0.94 -0.70
C -1.01 0.57 -0.48
C 0.37 1.22 -0.45
Cl 0.27 2.99 -0.40
C 1.17 0.71 0.74
O 1.43 -0.70 0.53
H -1.78 -1.47 -0.69
H -0.29 -1.15 -1.63
H -1.63 0.99 -1.27
H -1.51 0.73 0.48
H 0.91 0.95 -1.36
H 0.62 0.84 1.68
H 2.14 1.19 0.82

=====

No. 7
Entry from OMol25: 2 unconnected molecules or ions with the total composition C4H7ClOS at a distorted geometry (ωB97M-V/def2-TZVPD).

Calculated values
Max |F| (eV Å⁻¹): 5.23
LUMO (spin up / spin down) (eV): -1.43 / -1.48
Highest occupied orbital energy (spin up / spin down) (eV): -8.60 / -8.64
Kohn-Sham gap (spin up / spin down) (eV): 7.2 / 7.2
Energy above the lowest of the compared OMol25 structures with the same formula, charge and spin (kcal/mol): 130.6

Atoms and positions in Å:
C 2.06 1.21 0.41
C -0.93 -0.09 0.93
C 1.02 0.61 -0.49
C 0.25 -0.54 0.03
O 4.28 -1.14 -0.58
S 3.47 -1.57 0.61
Cl 2.80 2.60 -0.22
H -1.15 -0.82 1.76
H -0.78 0.86 1.36
H -1.91 -0.13 0.37
H 0.30 1.24 -1.01
H 1.67 0.25 -1.37
H 1.03 -1.16 0.80
H 0.03 -1.39 -0.68

=====

No. 8
Entry from OMol25: a molecular structure, C4H7ClOS at a distorted geometry (ωB97M-V/def2-TZVPD).

Calculated values
Max |F| (eV Å⁻¹): 3.54
LUMO (eV): 0.46
Highest occupied orbital energy (eV): -9.62
Kohn-Sham gap (eV): 10.1
Energy above the lowest of the compared OMol25 structures with the same formula, charge and spin (kcal/mol): 55.8

Atoms and positions in Å:
C -0.06 0.05 0.27
C 0.24 1.30 -0.51
C 0.77 -1.18 -0.07
C -1.23 -0.89 -0.09
H -0.16 1.83 2.28
H 1.41 1.47 -0.41
H -0.15 2.38 -0.28
H 1.39 -1.16 -0.96
H 1.56 -1.47 0.62
H -2.08 -0.91 0.67
H -1.65 -0.72 -1.14
O -0.31 -2.13 -0.18
S 0.32 0.43 2.01
Cl -0.05 0.99 -2.21